1.
90
Properties=species:S:1:pos:R:3:forces:R:3 method="wB97M-V/def2-TZVPD" gap_ev="3.666 / 4.920" spin_multiplicity=3 charge=-2
Ti -1.728 -1.196 0.516 -0.583 -0.018 -0.005
C -0.854 -3.563 3.825 -0.055 -0.004 0.018
C -0.416 -2.203 3.371 0.017 -0.006 -0.226
O -0.697 -1.798 2.253 0.391 -0.051 0.246
N 0.309 -1.443 4.228 -0.134 0.046 0.007
C 0.470 -0.025 3.957 0.112 -0.038 0.010
C 1.670 0.344 3.120 0.010 0.062 -0.032
C 2.118 1.665 3.148 -0.028 0.002 -0.032
C 3.120 2.047 2.277 0.035 -0.026 -0.012
C 3.636 1.105 1.397 -0.013 0.049 0.037
C 3.131 -0.183 1.451 0.022 0.007 -0.013
N 2.183 -0.569 2.305 0.015 0.023 0.076
H -1.940 -3.591 3.710 0.001 -0.012 0.009
H -0.575 -3.777 4.856 0.000 -0.024 0.012
H -0.421 -4.313 3.161 0.000 0.007 -0.010
H 0.328 -1.742 5.186 0.063 -0.026 0.000
H 0.477 0.521 4.899 0.011 -0.021 0.017
H -0.397 0.310 3.388 -0.136 0.092 -0.063
H 1.654 2.377 3.819 -0.004 -0.002 0.009
H 3.481 3.069 2.260 -0.001 0.002 -0.010
H 4.394 1.371 0.672 -0.011 -0.004 -0.011
H 3.482 -0.938 0.756 -0.012 -0.014 0.002
I -2.162 -4.338 0.009 0.092 0.115 -0.054
C -3.653 -3.969 -1.416 0.006 -0.029 0.027
C -4.251 -5.049 -2.002 -0.007 0.012 -0.007
C -5.236 -4.842 -2.992 0.007 -0.012 0.005
C -5.573 -3.572 -3.354 -0.002 -0.008 0.003
C -4.958 -2.446 -2.749 0.006 -0.003 0.009
C -5.322 -1.138 -3.136 -0.003 0.012 -0.004
C -4.728 -0.067 -2.528 0.005 -0.008 -0.010
C -3.761 -0.260 -1.521 -0.047 0.006 -0.059
C -3.329 -1.505 -1.086 0.056 0.053 -0.001
C -3.961 -2.616 -1.736 -0.024 0.010 -0.008
H -3.970 -6.053 -1.714 0.000 -0.004 -0.003
H -5.713 -5.697 -3.457 -0.001 0.001 0.000
H -6.326 -3.400 -4.117 0.000 0.007 0.002
H -6.075 -1.006 -3.907 -0.002 -0.009 0.002
H -5.008 0.942 -2.815 0.003 0.002 0.004
H -3.350 0.635 -1.059 0.009 -0.009 0.016
S -1.917 1.202 1.432 0.068 0.116 -0.013
C -2.745 0.977 2.955 0.072 0.025 0.037
C -2.574 2.032 3.911 0.037 -0.012 0.085
N -2.377 2.871 4.680 -0.016 0.015 -0.058
C -3.450 -0.137 3.320 -0.001 -0.015 0.063
S -3.718 -1.534 2.336 -0.023 -0.052 -0.127
C -4.018 -0.180 4.643 -0.036 0.017 -0.002
N -4.474 -0.258 5.700 0.020 -0.004 0.005
I 2.977 -4.258 -3.513 -0.005 0.001 0.027
C 2.677 -3.945 -1.470 0.024 0.019 -0.106
C 3.742 -3.976 -0.592 -0.008 0.003 0.072
C 3.483 -3.720 0.747 0.030 -0.007 -0.032
C 2.178 -3.449 1.132 -0.004 0.066 -0.022
N 1.161 -3.428 0.279 -0.029 -0.214 0.114
C 1.403 -3.665 -1.001 -0.010 0.092 -0.008
H 4.746 -4.183 -0.940 0.001 0.003 -0.002
H 4.283 -3.714 1.477 -0.004 0.002 0.002
H 1.948 -3.192 2.159 0.005 -0.039 -0.003
H 0.553 -3.615 -1.673 -0.004 -0.011 0.004
C 1.833 5.536 1.004 0.010 -0.005 -0.005
C 2.671 4.779 0.006 0.009 -0.008 0.014
C 3.958 5.221 -0.283 0.015 0.015 -0.010
C 4.766 4.529 -1.172 0.007 0.023 0.009
C 4.266 3.409 -1.814 -0.025 0.033 -0.023
C 2.977 2.956 -1.550 -0.050 0.025 -0.037
N 2.533 1.796 -2.239 0.143 -0.028 0.057
C 1.290 1.767 -2.882 0.032 0.057 0.060
C 0.925 2.804 -3.741 -0.038 0.050 -0.013
C -0.299 2.779 -4.391 0.009 -0.020 0.024
C -1.179 1.722 -4.192 -0.001 0.003 -0.006
C -0.831 0.706 -3.314 -0.032 0.012 -0.018
C 0.394 0.713 -2.661 -0.014 0.035 -0.033
C 0.699 -0.323 -1.607 0.096 0.137 0.254
O 1.868 -0.755 -1.511 -0.012 -0.060 -0.013
O -0.266 -0.602 -0.849 0.006 -0.333 -0.140
C 2.177 3.615 -0.597 0.032 -0.107 0.015
C 0.858 3.035 -0.165 -0.013 0.038 -0.095
H 2.331 6.460 1.301 0.002 0.001 0.003
H 1.648 4.944 1.904 0.007 0.009 0.006
H 0.854 5.788 0.594 -0.002 -0.001 0.006
H 4.332 6.115 0.206 0.000 0.005 0.000
H 5.771 4.876 -1.381 0.004 0.002 0.001
H 4.855 2.869 -2.546 -0.002 -0.006 0.002
H 2.749 0.897 -1.806 -0.082 0.030 0.018
H 1.613 3.629 -3.889 0.004 -0.005 0.004
H -0.568 3.594 -5.054 0.001 0.001 -0.002
H -2.141 1.704 -4.689 -0.003 -0.006 0.004
H -1.532 -0.088 -3.085 0.012 0.005 -0.002
H 0.048 3.294 -0.851 -0.015 -0.009 0.002
H 0.570 3.367 0.830 -0.006 -0.004 -0.048
H 0.904 1.947 -0.128 -0.004 -0.076 -0.022

2.
90
Properties=species:S:1:pos:R:3:forces:R:3 method="wB97M-V/def2-TZVPD" gap_ev="6.942 / 6.982" spin_multiplicity=4
Mn -0.939 0.698 -0.677 0.102 -0.203 -0.046
O -1.452 4.884 3.854 0.011 -0.013 0.002
C -1.283 3.903 2.951 -0.002 -0.017 -0.017
C -0.421 2.827 3.149 -0.003 0.008 0.032
C -0.308 1.893 2.141 -0.047 -0.067 0.008
N -0.977 1.953 0.993 -0.065 -0.062 0.094
C -1.859 2.955 0.846 0.013 0.068 -0.039
C -2.031 3.950 1.780 0.023 0.004 0.018
C -2.704 2.891 -0.421 -0.043 -0.145 0.076
O -3.548 3.739 -0.607 0.023 0.061 -0.025
O -2.412 1.879 -1.161 -0.103 0.190 -0.031
C 0.471 0.649 2.385 0.271 0.125 0.172
O 0.411 0.027 3.403 -0.047 -0.021 -0.147
O 1.230 0.322 1.293 -0.108 0.044 0.004
H -0.901 4.732 4.630 -0.009 0.001 -0.017
H 0.131 2.692 4.070 -0.001 -0.002 0.001
H -2.754 4.730 1.591 -0.007 -0.001 -0.008
C 3.129 -1.062 4.657 0.008 0.023 -0.018
C 3.515 0.032 3.658 -0.017 -0.064 0.040
C 4.446 1.055 4.308 -0.012 0.004 0.007
C 4.084 -0.596 2.403 -0.008 0.053 0.001
C 5.457 -0.795 2.317 0.015 -0.013 -0.026
C 6.021 -1.425 1.225 -0.015 0.011 0.000
C 5.216 -1.833 0.179 0.017 0.019 -0.003
C 3.839 -1.630 0.194 0.006 0.037 0.006
C 3.094 -2.025 -1.073 -0.011 -0.057 -0.004
C 2.152 -3.228 -0.953 -0.009 0.010 -0.021
C 2.401 -0.833 -1.724 0.019 0.002 -0.015
C 3.282 -1.029 1.336 0.007 0.015 -0.050
N 1.844 -0.938 1.399 0.028 -0.046 0.085
C 1.020 -1.991 1.698 0.038 -0.019 -0.108
O 1.462 -3.014 2.166 -0.019 -0.002 0.044
C -0.432 -1.947 1.253 -0.065 -0.009 -0.045
C -1.278 -2.854 1.859 -0.002 0.007 0.002
C -2.537 -3.077 1.313 0.024 0.006 -0.015
C -2.857 -2.483 0.110 0.013 0.002 -0.017
C -1.938 -1.612 -0.466 -0.023 -0.002 0.053
N -0.796 -1.265 0.148 0.053 -0.012 0.078
C -2.164 -1.102 -1.888 -0.043 0.034 -0.006
O -3.193 -1.440 -2.452 0.065 -0.007 0.018
N -1.122 -0.350 -2.321 -0.147 0.037 0.084
C -1.101 -0.042 -3.706 0.080 0.012 -0.067
C -0.857 1.244 -4.223 -0.108 0.031 -0.009
C -1.072 1.447 -5.590 0.005 0.027 -0.024
C -1.434 0.436 -6.451 0.003 -0.007 0.051
C -1.482 -0.857 -5.957 0.031 0.023 -0.014
C -1.284 -1.116 -4.613 -0.013 -0.059 0.039
C -1.132 -2.575 -4.200 0.016 0.001 -0.048
C -2.318 -3.445 -4.616 -0.037 0.011 0.013
C 0.175 -3.127 -4.784 -0.030 -0.011 0.008
C -0.236 2.480 -3.555 0.100 -0.088 -0.029
C 0.618 2.258 -2.314 -0.010 -0.054 0.148
C -1.154 3.703 -3.406 -0.004 -0.028 0.065
H 2.655 -0.626 5.538 0.001 0.003 0.004
H 4.023 -1.603 4.978 0.002 -0.002 0.009
H 2.442 -1.778 4.213 -0.020 -0.035 -0.009
H 2.612 0.568 3.389 -0.011 0.023 -0.011
H 5.322 0.587 4.758 0.000 -0.008 0.002
H 3.914 1.567 5.111 -0.002 0.008 -0.003
H 4.787 1.803 3.590 0.010 0.005 0.003
H 6.094 -0.462 3.123 -0.002 -0.009 0.004
H 7.090 -1.585 1.181 0.006 -0.007 0.002
H 5.663 -2.302 -0.689 -0.006 -0.002 0.000
H 3.887 -2.332 -1.759 -0.002 -0.010 0.011
H 1.172 -2.941 -0.577 -0.005 -0.005 0.002
H 2.558 -4.002 -0.302 -0.002 0.007 -0.004
H 1.993 -3.656 -1.945 -0.006 0.002 -0.006
H 1.541 -0.512 -1.140 -0.034 0.004 0.046
H 2.028 -1.098 -2.715 -0.016 -0.006 -0.004
H 3.094 0.004 -1.825 -0.015 0.051 -0.019
H -0.921 -3.396 2.722 -0.008 -0.011 0.000
H -3.226 -3.759 1.792 -0.001 0.000 0.006
H -3.774 -2.678 -0.428 -0.007 0.006 0.001
H -0.921 2.448 -5.983 0.003 0.000 -0.002
H -1.613 0.641 -7.498 0.006 -0.004 -0.011
H -1.654 -1.683 -6.636 -0.001 -0.011 -0.006
H -1.037 -2.640 -3.119 0.013 0.007 0.014
H -2.391 -3.519 -5.702 -0.001 -0.003 -0.016
H -3.249 -3.032 -4.230 0.030 -0.015 -0.018
H -2.194 -4.458 -4.227 -0.002 -0.013 -0.001
H 0.147 -3.121 -5.875 0.009 -0.007 -0.003
H 0.336 -4.156 -4.454 0.002 -0.002 -0.004
H 1.031 -2.526 -4.470 0.000 0.004 -0.001
H 0.505 2.765 -4.308 0.006 0.008 0.003
H 0.060 2.259 -1.361 0.006 0.259 -0.190
H 1.305 3.098 -2.190 0.053 -0.040 0.006
H 1.199 1.343 -2.382 0.127 -0.037 -0.054
H -1.532 3.800 -2.393 -0.107 -0.017 -0.015
H -2.015 3.645 -4.069 0.012 0.003 -0.029
H -0.603 4.617 -3.636 -0.003 -0.005 -0.004

The records above give, respectively, energy above the lowest of the compared OMol25 structures with the same formula, charge and spin values of 7.88; 0.62 kcal/mol.